ORCA calculation (the ωB97M-V functional and the def2-TZVPD basis) on a structure of composition C33H44BInN9O2S.

As for the calculated total energy: -69134.3081 eV. The spin multiplicity is 1. The value obtained for the HOMO energy is -5.088 eV. The value obtained for the HOMO-LUMO gap is 7.3 eV. As for the maximum force: 0.011 hartree/bohr. The charge is -1. The calculation puts the LUMO energy at 2.18 eV. The energy relative to the best compared isomer or geometry (same formula, charge and spin) comes out at 5.56 kcal/mol.

Atoms and positions in Å:
In -0.016 0.314 -0.343
C 1.039 -4.938 -1.927
C 0.019 -3.887 -1.650
C -1.277 -3.807 -2.100
C -1.780 -2.609 -1.567
N -0.848 -2.008 -0.843
N 0.263 -2.795 -0.898
B 1.509 -2.534 -0.026
N 2.508 -1.554 -0.680
N 2.209 -0.241 -0.878
C 3.285 0.338 -1.418
C 4.288 -0.631 -1.573
C 3.759 -1.808 -1.101
C 4.411 -3.147 -1.007
C 3.507 1.808 -1.740
C 4.169 1.890 -3.124
C 4.470 2.363 -0.680
C 2.265 2.694 -1.780
N 1.075 -2.017 1.363
N 0.146 -1.034 1.550
C -0.045 -0.916 2.860
C 0.769 -1.835 3.535
C 1.461 -2.507 2.555
C 2.482 -3.583 2.707
C -1.050 -0.008 3.529
C -0.331 0.894 4.537
C -2.046 -0.908 4.277
C -1.818 0.854 2.539
C -3.171 -2.067 -1.782
C -3.316 -1.613 -3.239
C -4.180 -3.189 -1.500
C -3.462 -0.895 -0.853
H 0.580 -5.736 -2.509
H 1.872 -4.536 -2.504
H 1.445 -5.366 -1.011
H -1.783 -4.517 -2.727
H 2.088 -3.569 0.122
H 5.281 -0.489 -1.959
H 5.432 -3.068 -1.377
H 4.445 -3.507 0.020
H 3.889 -3.899 -1.598
H 5.118 1.354 -3.158
H 3.511 1.474 -3.887
H 4.365 2.935 -3.371
H 5.402 1.795 -0.651
H 4.707 3.403 -0.909
H 4.019 2.332 0.312
H 1.577 2.384 -2.562
H 1.737 2.717 -0.833
H 2.585 3.717 -1.992
H 0.839 -1.993 4.596
H 2.663 -3.754 3.767
H 2.155 -4.519 2.254
H 3.426 -3.301 2.241
H 0.243 0.311 5.259
H 0.353 1.582 4.039
H -1.063 1.490 5.086
H -1.553 -1.491 5.056
H -2.814 -0.292 4.747
H -2.536 -1.603 3.592
H -1.186 1.578 2.033
H -2.323 0.253 1.782
H -2.582 1.420 3.077
H -3.122 -2.439 -3.926
H -4.330 -1.249 -3.416
H -2.615 -0.810 -3.468
H -4.060 -4.020 -2.195
H -4.067 -3.575 -0.486
H -5.195 -2.803 -1.611
H -2.798 -0.051 -1.026
H -4.483 -0.545 -1.023
H -3.375 -1.195 0.193
O -1.858 3.791 -0.579
C -1.826 2.661 -1.022
O -1.659 1.600 -0.281
C -2.132 2.430 -2.485
C -3.104 3.270 -3.028
C -3.506 3.166 -4.345
C -2.901 2.213 -5.155
C -1.921 1.390 -4.638
C -1.517 1.468 -3.297
S -0.209 0.371 -2.847
H -3.530 4.021 -2.377
H -4.272 3.822 -4.738
H -3.190 2.112 -6.194
H -1.443 0.654 -5.273
N 1.976 4.326 4.584
C 2.082 3.756 3.583
N 2.334 3.137 2.459
C 1.559 2.389 1.796
N 0.984 1.655 1.094